Record 1
# H3N4O2

A cluster of 2 separate species, H3N4O2 in total in a non-equilibrium geometry (the ωB97M-V functional and the def2-TZVPD basis, the Open Molecules 2025 dataset).

Structure (XYZ):
```
9
Properties=species:S:1:pos:R:3:nbo_charge:R:1
N -1.6689 0.4857 -0.1368 0.032
N 0.3230 1.1424 0.5405 -0.094
N 1.6524 0.7871 0.0543 -0.730
N -0.5168 0.3462 0.1455 0.016
O -0.0839 -1.4280 0.5211 -0.866
O -2.5152 -0.4233 -0.2079 -0.494
H 1.6299 -0.2870 0.0074 0.372
H 1.8855 1.1040 -0.8297 0.336
H -0.7059 -1.7271 -0.0944 0.429
```

Its charge is -1. The lowest unoccupied orbital energy (spin up / spin down) comes out at 5.092 / 3.393 eV. Its multiplicity is 3. Its energy relative to the best compared isomer or geometry (same formula, charge and spin) is 48.4 kcal per mole. The value obtained for the calculated total energy is -371.04946 a.u.

---

Record 2
# H3N5

The molecule H3N5 in a non-equilibrium geometry (the ωB97M-V functional and the def2-TZVPD basis, the Open Molecules 2025 dataset).

Structure (XYZ):
```
8
Properties=species:S:1:pos:R:3:nbo_charge:R:1
N 0.3141 -3.6725 -0.5263 -0.080
N -0.0247 -1.6264 0.9019 -0.142
N 0.1249 -2.6558 0.1350 0.121
N -0.1638 0.7020 0.7269 -0.667
N 0.3564 -0.5308 0.2472 -0.337
H 0.5612 1.4245 0.7580 0.363
H -0.5601 0.5332 1.6835 0.375
H 0.5814 -0.6806 -0.7612 0.367
```

The lowest unoccupied orbital energy comes out at 0.481 eV. Its energy relative to the best compared isomer or geometry (same formula, charge and spin) is 19.9 kcal per mole. The value obtained for the calculated total energy is -275.39252 a.u.

---

Record 3
# H3N5S4

A structure of composition H3N5S4 in a non-equilibrium geometry (the ωB97M-V functional and the def2-TZVPD basis, the Open Molecules 2025 dataset).

Structure (XYZ):
```
12
Properties=species:S:1:pos:R:3:nbo_charge:R:1
N 1.0573 1.6723 0.3576 -0.896
N 0.4261 -0.7073 1.2120 -0.955
N 2.7674 -0.1637 -0.1278 -1.055
N -1.4269 1.0866 -0.5757 -0.979
N -1.3092 -1.6178 -0.3524 -1.015
S 1.3132 0.2201 -0.2680 1.337
S -2.2179 -0.2793 0.1234 0.615
S -0.4798 2.1609 0.5218 0.806
S 0.1137 -2.0377 0.6529 0.965
H 3.3246 0.2175 0.6504 0.381
H -2.2321 1.5697 -1.0160 0.405
H -1.3366 -2.1214 -1.1782 0.390
```

The lowest unoccupied orbital energy (spin up / spin down) comes out at -1.850 / -1.503 eV. Its energy relative to the best compared isomer or geometry (same formula, charge and spin) is 23.3 kcal per mole. The value obtained for the calculated total energy is -1868.11561 a.u.

---

Copy entry 1 word for word.
# H3N4O2

A cluster of 2 separate species, H3N4O2 in total in a non-equilibrium geometry (the ωB97M-V functional and the def2-TZVPD basis, the Open Molecules 2025 dataset).

Structure (XYZ):
```
9
Properties=species:S:1:pos:R:3:nbo_charge:R:1
N -1.6689 0.4857 -0.1368 0.032
N 0.3230 1.1424 0.5405 -0.094
N 1.6524 0.7871 0.0543 -0.730
N -0.5168 0.3462 0.1455 0.016
O -0.0839 -1.4280 0.5211 -0.866
O -2.5152 -0.4233 -0.2079 -0.494
H 1.6299 -0.2870 0.0074 0.372
H 1.8855 1.1040 -0.8297 0.336
H -0.7059 -1.7271 -0.0944 0.429
```

Its charge is -1. The lowest unoccupied orbital energy (spin up / spin down) comes out at 5.092 / 3.393 eV. Its multiplicity is 3. Its energy relative to the best compared isomer or geometry (same formula, charge and spin) is 48.4 kcal per mole. The value obtained for the calculated total energy is -371.04946 a.u.

---

> Among the records above, which one has the highest energy relative to the best compared isomer or geometry (same formula, charge and spin)?

H3N4O2

---

> What is the formula in the first record?

H3N4O2

---

Repeat the first record exactly.
# H3N4O2

A cluster of 2 separate species, H3N4O2 in total in a non-equilibrium geometry (the ωB97M-V functional and the def2-TZVPD basis, the Open Molecules 2025 dataset).

Structure (XYZ):
```
9
Properties=species:S:1:pos:R:3:nbo_charge:R:1
N -1.6689 0.4857 -0.1368 0.032
N 0.3230 1.1424 0.5405 -0.094
N 1.6524 0.7871 0.0543 -0.730
N -0.5168 0.3462 0.1455 0.016
O -0.0839 -1.4280 0.5211 -0.866
O -2.5152 -0.4233 -0.2079 -0.494
H 1.6299 -0.2870 0.0074 0.372
H 1.8855 1.1040 -0.8297 0.336
H -0.7059 -1.7271 -0.0944 0.429
```

Its charge is -1. The lowest unoccupied orbital energy (spin up / spin down) comes out at 5.092 / 3.393 eV. Its multiplicity is 3. Its energy relative to the best compared isomer or geometry (same formula, charge and spin) is 48.4 kcal per mole. The value obtained for the calculated total energy is -371.04946 a.u.